Entry from the Open Molecules 2025 dataset: a structure of composition C17H32N5O5OsS2 (the ωB97M-V functional and the def2-TZVPD basis).

Results
**Net charge**: +3
**E_tot**: -59942.2323 eV
**Largest force on an atom**: 0.0084 Eh/bohr
**Spin multiplicity**: 5
**HOMO energy (alpha / beta)**: -0.639 / -0.648 Eh
**LUMO level (alpha / beta)**: -9.48 / -11.80 eV

XYZ file:
```
62
Properties=species:S:1:pos:R:3:nbo_charge:R:1
Os 0.66 0.87 -0.37 1.8032
C 4.07 -0.48 1.81 -0.7222
C 2.65 -0.06 1.66 0.6488
O 2.31 0.25 0.46 -0.6100
C 1.73 0.02 2.74 -0.2298
C 2.12 -0.41 4.03 -0.0878
C 1.25 -0.36 5.09 -0.2056
C -0.04 0.15 4.89 -0.0671
C -0.45 0.61 3.65 -0.2562
C 0.41 0.52 2.57 0.3331
O -0.06 0.93 1.37 -0.6343
H 4.60 -0.34 0.88 0.2777
H 4.11 -1.53 2.10 0.2874
H 4.55 0.10 2.61 0.2824
H 3.13 -0.77 4.19 0.2487
H 1.56 -0.70 6.06 0.2679
H -0.73 0.19 5.73 0.2615
H -1.43 1.04 3.50 0.2551
N -1.24 1.58 -1.22 -0.6117
N -1.22 1.48 -2.63 -0.4178
C -0.05 1.24 -3.26 0.6601
N -0.03 1.22 -4.57 -0.7093
N 1.00 1.08 -2.43 -0.5678
N 2.33 0.95 -2.92 0.6605
O 2.52 0.94 -4.11 -0.3263
O 3.13 0.88 -2.04 -0.3093
H -1.96 0.95 -0.85 0.4332
H -1.47 2.54 -0.94 0.4310
H -2.08 1.66 -3.13 0.4397
H -0.86 1.38 -5.12 0.4436
H 0.85 1.06 -5.05 0.4750
C -2.45 -2.93 -3.68 -0.6124
C -2.07 -3.96 -2.63 -0.4207
C -0.91 -3.52 -1.75 -0.5475
S -1.39 -2.09 -0.74 1.1865
O -0.28 -1.02 -1.04 -1.0262
C -1.09 -2.65 0.97 -0.5584
C -2.37 -2.67 1.80 -0.4201
C -3.17 -1.37 1.73 -0.6240
H -3.37 -3.21 -4.20 0.2563
H -1.66 -2.82 -4.43 0.2172
H -2.63 -1.94 -3.23 0.1725
H -1.76 -4.89 -3.13 0.2577
H -2.94 -4.23 -2.02 0.2247
H -0.06 -3.16 -2.34 0.2571
H -0.58 -4.31 -1.08 0.2561
H -0.38 -1.92 1.35 0.2231
H -0.61 -3.62 0.93 0.2600
H -2.08 -2.87 2.83 0.2430
H -3.00 -3.51 1.49 0.2372
H -2.52 -0.50 1.85 0.1775
H -3.91 -1.34 2.53 0.2589
H -3.71 -1.27 0.79 0.2139
C 1.20 4.80 -1.47 -0.7398
S 1.62 3.64 -0.15 0.2827
C 1.37 4.67 1.31 -0.7326
H 1.92 5.61 -1.45 0.2729
H 0.20 5.20 -1.33 0.2369
H 1.27 4.28 -2.43 0.2349
H 0.33 4.99 1.39 0.2417
H 2.03 5.53 1.23 0.2679
H 1.64 4.08 2.19 0.2495
```


Entry from the Open Molecules 2025 dataset: a structure of composition C53H53HfN2O3P2SSe2Si (the ωB97M-V functional and the def2-TZVPD basis).

Results
**Net charge**: +1
**E_tot**: -234227.2685 eV
**Largest force on an atom**: 0.0640 Eh/bohr
**HOMO energy**: -0.359 Eh
**LUMO level**: -3.23 eV

XYZ file:
```
118
Properties=species:S:1:pos:R:3:lowdin_charge:R:1
Hf -1.67 -0.51 -1.69 1.3708
C -0.30 -1.05 3.98 -0.1719
Si 1.19 -0.58 2.82 0.7759
C 2.06 0.96 3.56 -0.2767
C 2.85 0.90 4.69 -0.0719
C 3.32 2.09 5.26 -0.0744
C 3.12 3.29 4.65 -0.0713
C 2.31 3.37 3.50 -0.0990
C 1.75 2.23 2.98 -0.3997
P 0.56 2.25 1.56 1.0824
C 1.51 3.21 0.34 -0.3849
C 2.84 3.64 0.47 -0.0824
C 3.40 4.52 -0.46 -0.0728
C 2.73 4.85 -1.63 -0.0721
C 1.42 4.40 -1.77 -0.0613
C 0.83 3.55 -0.81 -0.1306
C -0.70 3.46 2.12 -0.3607
C -1.43 3.10 3.27 -0.1101
C -2.45 3.91 3.74 -0.0831
C -2.69 5.15 3.13 -0.0754
C -1.93 5.53 2.03 -0.0742
C -0.89 4.72 1.53 -0.0629
C 2.32 -2.09 2.92 -0.3057
C 3.08 -2.62 3.95 -0.0971
C 3.89 -3.71 3.75 -0.0772
C 3.80 -4.43 2.56 -0.0751
C 2.98 -4.01 1.54 -0.0838
C 2.22 -2.81 1.74 -0.3427
P 1.15 -1.86 0.41 0.9370
C 0.47 -3.50 -0.14 -0.2569
C 0.31 -4.59 0.73 -0.0927
C -0.06 -5.84 0.30 -0.0594
C -0.24 -6.01 -1.05 -0.0730
C -0.09 -4.97 -1.96 -0.0173
C 0.17 -3.64 -1.49 -0.1515
C 2.75 -1.40 -0.30 -0.3349
C 3.35 -0.26 0.16 -0.1019
C 4.69 0.05 -0.13 -0.0726
C 5.44 -0.76 -0.96 -0.0715
C 4.85 -1.98 -1.40 -0.0661
C 3.54 -2.30 -1.06 -0.0915
H -0.88 -1.90 3.61 -0.0039
H -0.98 -0.19 3.91 -0.0188
H 0.06 -1.17 4.98 0.0315
H 3.15 -0.04 5.15 0.0903
H 3.84 2.10 6.22 0.1121
H 3.56 4.21 5.05 0.1183
H 2.04 4.35 3.07 0.1248
H 3.50 3.32 1.28 0.1046
H 4.35 4.96 -0.29 0.0962
H 3.23 5.55 -2.28 0.1040
H 0.84 4.74 -2.63 0.1003
H -0.19 3.16 -0.98 0.0907
H -1.30 2.17 3.84 0.0981
H -3.02 3.54 4.57 0.1017
H -3.40 5.87 3.52 0.1013
H -2.08 6.53 1.62 0.1029
H -0.26 5.10 0.72 0.0984
H 3.08 -2.18 4.95 0.0971
H 4.51 -4.14 4.49 0.0929
H 4.26 -5.39 2.51 0.1030
H 2.82 -4.60 0.65 0.1050
H 0.43 -4.43 1.80 0.1186
H -0.27 -6.62 1.00 0.1054
H -0.44 -6.98 -1.43 0.0985
H -0.24 -5.17 -3.04 0.0928
H 1.36 -2.14 -2.53 0.1144
H 2.74 0.50 0.66 0.0641
H 5.12 0.93 0.34 0.1033
H 6.49 -0.54 -1.28 0.1212
H 5.40 -2.66 -2.01 0.0951
H 3.08 -3.23 -1.42 0.1083
C -3.60 -0.23 2.83 -0.3723
Se -3.08 -1.72 1.66 0.8497
C -4.98 -2.14 1.15 -0.5067
C -5.06 -2.98 -0.11 -0.3670
Se -3.88 -2.23 -1.73 0.8258
C -5.30 -1.18 -2.60 -0.3565
H -3.52 0.67 2.24 -0.0272
H -3.00 -0.17 3.70 -0.0154
H -4.70 -0.30 3.10 0.0648
H -5.41 -1.15 1.04 0.0582
H -5.40 -2.64 2.03 0.0781
H -6.08 -3.15 -0.48 0.0814
H -4.59 -3.97 -0.01 0.0581
H -6.16 -1.85 -2.74 0.0364
H -4.92 -0.85 -3.57 0.0316
H -5.52 -0.29 -1.98 0.0282
O -2.33 0.54 -3.39 -0.1642
C -1.59 1.53 -2.92 -0.6281
O -0.43 1.24 -2.52 -0.0369
C -2.21 2.82 -2.72 -0.1828
C -2.09 4.00 -3.44 -0.0128
C -2.79 5.13 -3.00 -0.0730
C -3.74 5.10 -1.96 -0.0319
C -3.89 3.84 -1.33 -0.1001
C -3.12 2.73 -1.62 -0.5934
S -3.20 1.33 -0.58 0.6053
H -1.42 4.08 -4.27 0.1166
H -2.65 6.09 -3.48 0.1049
H -4.18 6.02 -1.65 0.1000
H -4.69 3.69 -0.62 0.0960
N 0.19 -1.26 -1.08 -0.3273
C 0.33 -2.30 -2.19 -0.3424
N -0.56 -1.87 -3.36 -0.1820
C -1.18 -2.92 -4.26 -0.1372
C -0.14 -3.65 -5.15 -0.1658
O 0.52 -2.72 -6.02 -0.1148
C 1.13 -1.71 -5.27 -0.1648
C 0.13 -0.98 -4.33 -0.1430
H -1.82 -2.32 -4.99 0.1536
H -1.74 -3.68 -3.72 0.0901
H -0.66 -4.39 -5.79 0.1386
H 0.55 -4.22 -4.50 0.1114
H 1.61 -1.08 -5.98 0.1196
H 1.98 -2.10 -4.66 0.1337
H -0.68 -0.53 -4.89 0.1142
H 0.62 -0.20 -3.72 0.1168
```


Entry from the Open Molecules 2025 dataset: the molecule C17H20FN3O (the ωB97M-V functional and the def2-TZVPD basis).

Results
**E_tot**: -27187.3391 eV
**Largest force on an atom**: 0.0234 Eh/bohr
**HOMO energy**: -0.323 Eh
**SMILES**: Fc1ccc([C@H]2CCCN2Cc2nc(CC3CC3)no2)cc1
**LUMO level**: 0.82 eV

XYZ file:
```
42
Properties=species:S:1:pos:R:3:nbo_charge:R:1
F -0.49 7.08 -1.83 -0.3278
C -0.33 5.77 -1.53 0.3859
C -0.15 4.86 -2.55 -0.2767
C 0.01 3.52 -2.22 -0.1888
C 0.00 3.11 -0.90 -0.0400
C 0.22 1.64 -0.58 -0.0790
C 1.72 1.30 -0.64 -0.4014
C 2.17 1.52 0.80 -0.4145
C 0.99 0.97 1.59 -0.2309
N -0.18 1.34 0.80 -0.4331
C -1.33 0.47 0.94 -0.2696
C -1.05 -0.88 0.36 0.5131
N -0.35 -1.83 0.89 -0.5172
C -0.28 -2.76 -0.11 0.3219
C 0.40 -4.07 0.05 -0.4393
C -0.37 -4.92 1.04 -0.2212
C -0.33 -6.42 0.92 -0.4144
C -1.58 -5.67 0.59 -0.4210
N -0.91 -2.39 -1.18 -0.1593
O -1.41 -1.15 -0.90 -0.2847
C -0.19 4.04 0.11 -0.1917
C -0.35 5.38 -0.20 -0.2769
H -0.14 5.19 -3.57 0.2285
H 0.15 2.80 -3.01 0.2124
H -0.34 1.05 -1.30 0.2125
H 2.26 1.92 -1.36 0.2212
H 1.85 0.25 -0.92 0.2059
H 3.10 1.01 1.04 0.2196
H 2.29 2.59 0.98 0.2074
H 0.90 1.41 2.58 0.1957
H 1.07 -0.12 1.69 0.2007
H -2.18 0.92 0.43 0.2269
H -1.55 0.37 2.01 0.2318
H 1.41 -3.90 0.41 0.2307
H 0.43 -4.56 -0.92 0.2298
H -0.39 -4.50 2.04 0.2248
H -0.30 -7.00 1.83 0.2163
H 0.24 -6.84 0.11 0.2107
H -2.42 -5.75 1.26 0.2173
H -1.87 -5.58 -0.45 0.2166
H -0.21 3.72 1.13 0.2306
H -0.50 6.12 0.57 0.2274
```


Entry from the Open Molecules 2025 dataset: a structure of composition C18H36F6KO6PS2 (the ωB97M-V functional and the def2-TZVPD basis).

Results
**E_tot**: -95122.9634 eV
**Largest force on an atom**: 0.0896 Eh/bohr
**HOMO energy**: -0.291 Eh
**LUMO level**: -0.95 eV

XYZ file:
```
70
Properties=species:S:1:pos:R:3:lowdin_charge:R:1
K 1.07 4.75 -2.54 0.8844
C 1.01 -5.66 -0.45 -0.1067
C 0.47 -4.30 -0.88 -0.2171
C 0.03 -3.59 0.45 -0.2706
C -0.22 -2.11 0.28 -0.2546
P -0.34 -1.22 1.95 1.0553
C -1.87 -1.91 2.71 -0.2699
C -2.27 -1.19 4.02 -0.2387
C -3.51 -1.87 4.61 -0.2458
C -4.86 -1.70 3.78 -0.0777
C 1.12 -1.73 2.87 -0.3069
C 2.47 -1.72 2.11 -0.2179
C 3.63 -1.59 3.16 -0.2169
C 4.97 -2.09 2.58 -0.1031
C -0.44 0.63 1.70 -0.2576
C -1.08 1.08 0.39 -0.2059
C -0.97 2.65 0.44 -0.2426
C -1.50 3.37 -0.83 -0.0909
H 0.99 -6.41 -1.24 0.0765
H 0.33 -6.01 0.34 0.0677
H 1.97 -5.66 0.08 0.0750
H -0.36 -4.38 -1.59 0.1129
H 1.16 -3.66 -1.43 0.1048
H 0.72 -3.74 1.28 0.0837
H -0.88 -4.05 0.83 0.1081
H -1.19 -1.87 -0.15 0.0983
H 0.62 -1.67 -0.25 0.0979
H -1.82 -2.99 2.87 0.1022
H -2.67 -1.78 1.97 0.0888
H -2.58 -0.20 3.68 0.1066
H -1.51 -1.28 4.79 0.1128
H -3.65 -1.49 5.62 0.1022
H -3.41 -2.94 4.78 0.0999
H -4.70 -1.62 2.71 0.0548
H -5.21 -0.70 4.04 0.0683
H -5.64 -2.43 3.98 0.0730
H 0.92 -2.73 3.26 0.0980
H 1.15 -1.16 3.80 0.0985
H 2.31 -0.84 1.48 0.0912
H 2.50 -2.48 1.32 0.1032
H 3.42 -2.34 3.92 0.0993
H 3.50 -0.62 3.65 0.1121
H 5.35 -1.37 1.87 0.0713
H 4.88 -3.01 2.00 0.0751
H 5.82 -2.18 3.25 0.0728
H 0.63 0.80 1.81 0.0907
H -0.93 0.98 2.61 0.0903
H -2.06 0.65 0.20 0.1196
H -0.48 0.65 -0.41 0.1067
H 0.02 3.01 0.70 0.1012
H -1.40 3.05 1.36 0.1011
H -1.54 4.46 -0.87 0.0824
H -2.45 2.98 -1.20 0.0911
H -0.72 3.04 -1.51 0.0345
C 3.99 2.72 -5.59 -0.5955
F 5.00 2.84 -6.49 0.0963
F 2.88 2.07 -6.07 0.0916
F 4.34 2.06 -4.50 0.1152
S 3.50 4.53 -5.17 0.4975
O 4.20 4.72 -3.89 -0.3807
O 4.01 5.40 -6.23 -0.3290
O 2.03 4.56 -5.05 -0.4375
C -2.79 5.43 -6.17 -0.6474
F -2.15 6.66 -6.16 0.0873
F -4.12 5.57 -6.18 0.1202
F -2.32 4.74 -7.13 0.1865
S -2.37 4.38 -4.57 0.4741
O -1.14 4.90 -3.98 -0.4620
O -3.52 4.60 -3.71 -0.3642
O -2.31 3.00 -5.01 -0.3422
```


Entry from the Open Molecules 2025 dataset: the molecule C5H3ClN2S (the ωB97M-V functional and the def2-TZVPD basis).

Results
**E_tot**: -31568.5988 eV
**Largest force on an atom**: 0.0554 Eh/bohr
**HOMO energy**: -0.340 Eh
**SMILES**: Clc1ccsc1C1N=N1
**LUMO level**: 0.16 eV

XYZ file:
```
12
Properties=species:S:1:pos:R:3:nbo_charge:R:1
Cl -2.29 1.67 0.16 0.0007
C -0.71 0.85 0.11 -0.0241
C -0.58 -0.38 0.79 -0.2748
C 0.65 -0.91 0.72 -0.4235
S 1.60 -0.07 -0.37 0.5045
C 0.43 1.19 -0.57 -0.2902
C 0.73 2.37 -1.33 -0.0848
N 0.65 2.40 -2.79 -0.0241
N 1.78 2.44 -2.28 -0.0576
H -1.32 -0.56 1.52 0.2324
H 0.89 -1.92 1.06 0.2528
H 0.54 3.30 -0.95 0.1888
```


Entry from the Open Molecules 2025 dataset: the ion C4H6FN2 with charge +1 (the ωB97M-V functional and the def2-TZVPD basis).

Results
**Net charge**: +1
**E_tot**: -9928.5009 eV
**Largest force on an atom**: 0.0814 Eh/bohr
**Spin multiplicity**: 3
**HOMO energy (alpha / beta)**: -0.527 / -0.591 Eh
**LUMO level (alpha / beta)**: -5.62 / -7.30 eV

XYZ file:
```
13
Properties=species:S:1:pos:R:3:nbo_charge:R:1
C -0.62 0.65 -0.28 0.0816
C -1.83 0.09 0.05 -0.0641
C 0.56 -1.28 0.41 0.4231
C 1.77 0.67 -0.26 -0.4391
N 0.58 -0.07 -0.01 -0.3707
N -1.93 -0.98 0.78 0.1029
F -3.12 -1.72 0.58 -0.1853
H -0.56 1.59 -0.66 0.2354
H -2.63 0.52 -0.38 0.2421
H 1.42 -1.76 0.81 0.2039
H 2.16 0.37 -1.29 0.2612
H 1.62 1.74 -0.19 0.2567
H 2.57 0.17 0.43 0.2521
```


Repeat the sixth record exactly.
Entry from the Open Molecules 2025 dataset: the ion C4H6FN2 with charge +1 (the ωB97M-V functional and the def2-TZVPD basis).

Results
**Net charge**: +1
**E_tot**: -9928.5009 eV
**Largest force on an atom**: 0.0814 Eh/bohr
**Spin multiplicity**: 3
**HOMO energy (alpha / beta)**: -0.527 / -0.591 Eh
**LUMO level (alpha / beta)**: -5.62 / -7.30 eV

XYZ file:
```
13
Properties=species:S:1:pos:R:3:nbo_charge:R:1
C -0.62 0.65 -0.28 0.0816
C -1.83 0.09 0.05 -0.0641
C 0.56 -1.28 0.41 0.4231
C 1.77 0.67 -0.26 -0.4391
N 0.58 -0.07 -0.01 -0.3707
N -1.93 -0.98 0.78 0.1029
F -3.12 -1.72 0.58 -0.1853
H -0.56 1.59 -0.66 0.2354
H -2.63 0.52 -0.38 0.2421
H 1.42 -1.76 0.81 0.2039
H 2.16 0.37 -1.29 0.2612
H 1.62 1.74 -0.19 0.2567
H 2.57 0.17 0.43 0.2521
```